A 7-piece molecular cluster, C20H44F5N6O11PS2 overall, computed with the ωB97M-V functional and the def2-TZVPD basis.

The LUMO energy is 0.0009 Ha. The relative energy (zero: lowest compared OMol25 entry of this formula, charge and spin) is 154.17 kcal/mol. The orbital gap is 8.6101 eV. Its electronic energy is -3581.689023 Eh. Its spin multiplicity is 1.

```
89
Properties=species:S:1:pos:R:3:forces:R:3:mulliken_charge:R:1
O 5.23429 2.51810 2.90615 -2.3 -1.2 -5.9 -0.645
S 4.71991 1.99663 1.50776 1.7 0.0 6.1 0.640
O 5.90089 2.57810 0.39002 0.8 -2.3 -0.9 -0.270
C 6.64174 1.45681 -0.22375 -0.9 0.7 -0.6 0.561
F 6.47653 1.58590 -1.71113 0.5 -1.0 4.8 -0.248
F 6.21770 0.14145 0.30942 1.9 4.4 -2.4 -0.169
C 8.25689 1.78906 0.05359 0.9 -0.5 -0.8 0.544
F 8.58943 1.84211 1.50630 -1.0 -0.1 -5.6 -0.189
F 9.00264 0.68755 -0.64386 -2.1 4.0 2.7 -0.234
F 8.55828 3.08405 -0.63583 -0.7 -4.6 2.8 -0.225
O 3.21899 2.77802 1.29799 -0.4 0.1 -2.3 -0.248
P 2.36748 2.21407 -0.11251 -1.5 -1.0 -1.4 0.819
O 0.85814 1.49718 0.42375 3.1 1.8 -0.8 -0.507
O 2.01477 3.62188 -1.12740 2.0 -1.6 3.1 -0.518
S 3.31083 0.87615 -1.16626 -0.3 1.0 0.9 -0.266
H 0.97319 0.51355 0.26357 0.2 1.0 -0.1 0.324
H 2.90743 4.11459 -1.19158 -1.9 -1.1 0.1 0.364
C 6.11147 -1.33801 4.90826 0.3 0.1 0.1 -1.316
C 5.21771 -1.38562 3.70070 -0.2 0.3 -0.7 0.776
O 5.40860 -0.67801 2.71359 -0.1 -0.4 0.5 -0.471
N 4.16333 -2.25250 3.72295 0.6 0.5 -0.1 -0.123
C 3.77882 -3.15678 4.78107 -0.3 0.0 -0.3 -0.894
H 6.90704 -0.60387 4.74853 -0.3 -0.1 -0.1 0.228
H 5.53568 -1.03712 5.78753 0.1 -0.1 0.0 0.386
H 6.57200 -2.31614 5.07096 -0.1 0.1 0.2 0.393
H 3.60485 -2.23194 2.87867 0.1 0.0 0.2 0.188
H 3.79083 -4.17289 4.37953 0.0 -0.1 0.3 0.294
H 2.76220 -2.90328 5.09079 0.1 -0.2 0.2 0.282
H 4.44520 -3.09949 5.64248 -0.1 0.1 -0.2 0.351
C 5.88830 4.44679 7.82058 0.0 0.0 0.4 -1.377
C 5.54650 3.74472 6.53623 -0.4 -0.7 -0.7 0.912
O 4.96620 2.66107 6.51400 0.3 0.5 0.2 -0.652
N 5.90240 4.35022 5.36559 -0.2 -0.3 0.8 0.010
C 6.58317 5.61136 5.18880 -0.1 -0.2 -0.4 -0.939
H 5.54475 3.84831 8.66982 0.0 0.1 -0.3 0.281
H 6.97144 4.57099 7.90161 -0.1 0.2 0.0 0.358
H 5.38949 5.41890 7.85913 0.2 0.0 0.0 0.367
H 5.64176 3.82259 4.54170 0.0 0.0 0.0 0.245
H 5.93795 6.26465 4.59656 0.2 0.2 0.1 0.284
H 7.50819 5.42296 4.63876 0.1 0.3 0.0 0.280
H 6.81757 6.09625 6.13711 -0.1 -0.2 -0.1 0.381
C -1.47479 -2.09650 -0.24256 -0.2 0.0 0.3 -1.143
C -0.25687 -1.80707 -1.07453 0.3 0.0 -1.0 0.763
O 0.86662 -1.71273 -0.58422 0.0 0.3 0.4 -0.707
N -0.42803 -1.64727 -2.41947 0.3 -0.3 1.5 -0.003
C -1.65732 -1.72065 -3.17356 0.5 0.3 -0.5 -0.993
H -1.18680 -2.19917 0.80813 0.1 0.1 -0.3 0.259
H -2.18850 -1.27256 -0.32583 -0.1 -0.1 0.0 0.437
H -1.93510 -3.03345 -0.56741 0.0 0.2 0.0 0.162
H 0.43272 -1.45513 -2.91678 -0.2 0.0 0.1 0.221
H -1.55030 -2.51135 -3.92000 -0.3 0.0 0.0 0.251
H -1.80180 -0.76347 -3.68015 -0.1 -0.6 0.2 0.694
H -2.52212 -1.93157 -2.54347 0.2 0.0 0.0 0.118
C -4.98188 0.48930 -6.12997 0.2 0.2 -0.2 -1.140
C -4.33433 0.05862 -4.84371 0.5 -0.1 0.2 0.762
O -3.11590 0.08252 -4.68122 -1.0 0.5 -0.5 -0.671
N -5.14721 -0.37023 -3.83424 0.5 0.2 -0.4 -0.058
C -6.58782 -0.46923 -3.83486 0.1 -0.2 0.3 -0.761
H -4.21279 0.80508 -6.84144 0.0 -0.2 0.3 0.312
H -5.53492 -0.34597 -6.56775 -0.2 0.2 0.0 0.337
H -5.65061 1.33461 -5.94682 -0.1 -0.3 -0.1 0.248
H -4.64477 -0.64427 -2.99903 -0.1 0.1 -0.2 0.144
H -6.97092 0.15744 -3.02594 -0.3 0.0 -0.1 0.269
H -6.85603 -1.51072 -3.64232 -0.3 0.1 0.0 0.293
H -7.02821 -0.15024 -4.78021 0.2 0.0 0.2 0.243
C -0.87488 -5.84229 0.93253 0.3 0.2 0.1 -1.305
C -1.76864 -5.88990 -0.27503 -0.2 0.2 -0.9 0.806
O -1.57775 -5.18228 -1.26214 -0.1 -0.4 0.5 -0.664
N -2.82302 -6.75678 -0.25278 0.5 0.5 0.0 -0.168
C -3.20753 -7.66106 0.80534 -0.3 -0.1 -0.3 -0.830
H -0.07931 -5.10814 0.77280 -0.3 -0.1 -0.1 0.245
H -1.45067 -5.54140 1.81181 0.1 -0.2 0.0 0.363
H -0.41435 -6.82041 1.09524 -0.1 0.1 0.2 0.435
H -3.38150 -6.73622 -1.09705 0.1 0.0 0.2 0.247
H -3.19552 -8.67716 0.40381 -0.1 -0.1 0.3 0.286
H -4.22415 -7.40755 1.11506 0.1 -0.2 0.2 0.278
H -2.54115 -7.60377 1.66675 -0.1 0.1 -0.2 0.321
C -10.18722 2.22706 -5.81187 -0.2 -0.2 -0.2 -1.421
C -8.73783 2.37012 -5.44027 0.8 0.0 0.1 0.807
O -7.86650 1.63271 -5.89695 -0.6 0.3 0.1 -0.602
N -8.40028 3.36054 -4.56344 -0.1 -0.7 -0.5 -0.141
C -9.27309 4.31781 -3.92547 0.4 0.2 0.2 -0.873
H -10.30634 1.39863 -6.51679 0.2 0.2 0.2 0.302
H -10.78172 2.00989 -4.92047 -0.1 0.2 -0.1 0.372
H -10.54182 3.14284 -6.29240 -0.1 -0.1 0.2 0.382
H -7.40951 3.39894 -4.35843 -0.2 0.0 0.0 0.225
H -8.93962 5.31985 -4.20575 -0.3 0.1 0.2 0.297
H -9.17774 4.19522 -2.84400 -0.2 0.2 0.0 0.288
H -10.31681 4.18906 -4.21433 0.2 -0.1 0.0 0.334
```
Forces are in eV/Å.

A 5-piece molecular cluster, C20H44FN4O13 overall, computed with the ωB97M-V functional and the def2-TZVPD basis.

The charge is +1. The LUMO energy is -0.0911 Ha. The orbital gap is 9.7141 eV. Its electronic energy is -2085.232868 Eh. Its spin multiplicity is 1.

```
82
Properties=species:S:1:pos:R:3:forces:R:3:mulliken_charge:R:1
C 2.34015 -1.50050 2.07614 -0.2 -0.5 0.2 -0.805
N 2.01190 -1.90323 0.71199 -0.3 0.7 0.4 -0.204
C 1.39578 -0.92182 -0.09191 0.6 -1.2 -0.2 -0.961
N -0.03054 -0.50890 0.28908 0.4 1.3 -1.6 0.431
C -0.26708 0.56240 1.32863 -1.3 -0.5 1.3 -0.285
O 0.41497 1.70583 1.13630 0.8 0.1 -0.6 -0.470
C -1.79097 0.68963 1.32916 -0.4 -0.8 0.2 -0.502
N -2.24241 1.22528 2.59696 0.3 0.3 -0.3 -0.679
C -2.22805 -0.81249 1.14507 -0.2 0.3 0.1 0.452
C -3.58330 -1.12152 0.51212 -0.1 -0.7 0.3 -0.705
C -4.29778 -2.22398 1.32347 0.5 0.2 0.1 -1.072
N -3.57505 -3.48541 1.37953 -0.2 0.2 -0.2 -0.415
C -0.99138 -1.58068 0.63085 -0.3 1.7 2.3 -0.623
F -1.14072 -2.42542 -0.35461 -0.2 -1.1 -1.2 -0.412
H 3.09130 -2.16559 2.47712 0.3 -0.1 0.0 0.387
H 1.49229 -1.56586 2.76169 -0.2 0.1 0.1 0.246
H 2.73384 -0.49126 2.11249 0.1 0.2 -0.2 0.266
H 1.53079 -2.79154 0.67564 0.2 -0.1 -0.1 0.322
H 1.30934 -1.33417 -1.08992 -0.3 0.0 -0.3 0.243
H 2.01929 -0.04357 -0.19634 -0.1 0.5 0.3 0.770
H -0.34347 -0.02885 -0.56721 -0.2 -0.3 0.0 0.286
H -0.08113 0.09578 2.29884 0.6 -0.2 0.1 0.333
H 1.35447 1.52613 1.30449 -0.1 0.5 0.0 0.292
H -2.17292 1.33777 0.54495 0.2 0.0 -0.3 0.620
H -1.85394 0.68895 3.36420 -0.2 0.0 0.1 0.276
H -3.25213 1.20374 2.65930 0.0 0.1 0.1 0.320
H -2.33438 -1.14748 2.17035 0.1 -0.1 0.3 0.390
H -3.47241 -1.52475 -0.48794 0.0 0.3 -0.5 0.232
H -4.22701 -0.25059 0.48618 0.0 0.4 -0.2 0.387
H -4.39501 -1.88422 2.35322 -0.2 0.1 0.1 0.422
H -5.30030 -2.36863 0.94373 -0.2 -0.1 -0.2 0.509
H -2.80722 -3.42609 2.03362 0.1 -0.3 0.0 0.246
H -3.24641 -3.76498 0.46454 0.1 -0.1 0.1 0.229
H -0.56281 -2.02686 1.51929 0.4 -0.8 -0.1 0.452
C 5.57933 2.39350 -2.69323 0.1 -0.2 -0.2 -0.660
O 5.30830 3.52275 -1.85465 -0.1 0.0 0.1 -0.322
C 4.35660 3.33382 -0.95083 0.1 0.1 0.0 0.862
O 3.72062 2.31626 -0.78430 0.0 0.0 0.0 -0.603
O 4.21317 4.45978 -0.25115 0.1 -0.3 0.0 -0.262
C 3.20869 4.37898 0.75396 -0.3 0.1 0.3 -0.762
H 6.36999 2.69241 -3.37421 0.0 0.2 0.1 0.222
H 5.92070 1.54841 -2.09879 -0.1 0.0 0.0 0.301
H 4.69621 2.12273 -3.26849 0.0 0.0 0.1 0.304
H 3.45964 3.60150 1.47538 0.0 0.0 0.0 0.279
H 2.23876 4.18080 0.29856 0.0 -0.1 0.0 0.347
H 3.16970 5.33456 1.26865 0.2 0.1 -0.1 0.289
C 4.01099 6.96162 -2.02560 0.2 0.0 0.0 -0.413
O 2.89631 7.22232 -2.88312 0.0 0.0 0.0 -0.308
C 2.27782 8.38130 -2.64192 0.0 0.0 0.0 0.784
O 2.57869 9.17742 -1.79074 0.0 -0.1 -0.1 -0.534
O 1.26819 8.50052 -3.50598 0.1 -0.1 0.0 -0.322
C 0.51198 9.70583 -3.36489 -0.2 0.2 -0.1 -0.631
H 4.42286 6.00244 -2.31839 -0.1 0.0 -0.1 0.069
H 4.77703 7.72557 -2.14753 -0.1 0.1 0.1 0.331
H 3.69157 6.90843 -0.98813 0.0 0.1 0.0 0.204
H 1.14145 10.57667 -3.53655 0.0 0.0 0.1 0.297
H 0.05418 9.75942 -2.37882 0.1 0.0 0.0 0.293
H -0.26872 9.67627 -4.11955 0.1 -0.1 0.0 0.219
C 1.08699 -4.06012 -6.54659 0.1 -0.2 -0.2 -0.624
O 0.80704 -2.81513 -5.89406 -0.1 0.1 0.1 -0.331
C 0.01252 -2.91403 -4.83635 0.1 -0.1 -0.2 0.734
O -0.47107 -3.92310 -4.39285 0.0 0.2 0.0 -0.542
O -0.16342 -1.68313 -4.32932 0.0 0.1 0.0 -0.364
C -1.00647 -1.65483 -3.18464 -0.1 0.2 -0.2 -0.495
H 1.73963 -3.83408 -7.38414 0.0 0.2 0.1 0.225
H 1.59713 -4.74183 -5.86914 -0.1 0.0 0.1 0.300
H 0.17020 -4.51168 -6.91939 0.0 0.0 0.1 0.299
H -0.58085 -2.24909 -2.39006 0.0 -0.3 0.0 0.154
H -2.00591 -2.01085 -3.43141 0.0 -0.1 0.1 0.407
H -1.07329 -0.61283 -2.86619 0.1 0.0 -0.2 0.285
C -5.31702 -5.11646 3.70133 -0.2 0.1 -0.2 -0.583
O -5.03307 -6.11771 4.67948 0.1 0.0 0.1 -0.316
C -3.77495 -6.10347 5.11431 0.0 0.0 0.0 0.785
O -2.91007 -5.33876 4.75311 -0.1 -0.1 0.0 -0.563
O -3.63334 -7.07324 6.01349 0.0 0.1 -0.1 -0.328
C -2.32366 -7.18248 6.57508 0.2 -0.1 0.1 -0.625
H -6.36284 -5.22034 3.42480 0.0 -0.2 0.2 0.309
H -5.15989 -4.12149 4.11718 0.1 0.0 0.0 0.229
H -4.70046 -5.25694 2.81875 0.1 0.1 0.0 0.274
H -2.05338 -6.26843 7.10071 0.0 0.0 -0.1 0.291
H -1.59122 -7.40579 5.80142 0.0 0.1 0.0 0.289
H -2.35437 -8.00460 7.28375 -0.2 0.0 0.0 0.225
```
Forces are in eV/Å.

A 7-piece molecular cluster, C20H44N2O12 overall, computed with the ωB97M-V functional and the def2-TZVPD basis.

The charge is -2. The LUMO energy is 0.1359 Ha. The relative energy (zero: lowest compared OMol25 entry of this formula, charge and spin) is 46.55 kcal/mol. The orbital gap is 4.2624 eV. Its electronic energy is -1800.675403 Eh. Its spin multiplicity is 1.

```
78
Properties=species:S:1:pos:R:3:forces:R:3:mulliken_charge:R:1
O -0.77500 -0.65901 -1.68878 -0.1 -0.9 0.3 0.231
H -0.37320 -1.60057 -1.70196 0.6 0.1 -0.3 0.332
H -0.21054 -0.05516 -1.13715 0.1 0.2 0.3 0.164
H -0.84214 -0.25267 -2.63617 -0.1 1.3 -1.2 0.601
C 3.60496 -1.57990 -2.79856 -2.1 -0.1 -0.2 -0.742
C 2.22862 -1.89882 -2.81912 0.2 -1.4 0.7 0.705
C 1.75716 -3.00225 -1.76253 1.3 0.5 0.2 0.281
O 0.52212 -3.09636 -1.52349 -1.1 0.6 0.0 -1.036
C 2.73913 -3.73841 -1.06895 -2.1 0.2 -1.0 -0.562
C 4.09946 -3.48695 -1.21625 1.3 -1.0 2.1 0.370
C 4.52747 -2.32783 -2.07591 2.5 2.3 -0.6 0.463
O 5.73304 -1.93199 -2.06699 -0.5 -1.1 0.4 -0.813
O 4.92960 -4.08054 -0.47581 -0.3 0.5 -1.1 -0.778
O 1.36885 -1.43599 -3.56825 -0.4 0.4 0.2 -0.626
H 3.80847 -0.67085 -3.35020 0.8 -0.2 0.0 0.265
H 2.40598 -4.50897 -0.38309 0.1 0.0 0.1 0.446
C -2.39809 2.13247 -2.04799 -0.1 1.4 -0.7 -0.152
C -1.18333 2.12938 -3.01054 0.6 -1.4 0.3 -0.183
O -1.08571 0.98298 -3.75918 -0.1 -0.2 1.0 -0.906
H -3.32502 2.00732 -2.61514 0.0 -0.3 0.0 0.398
H -2.46660 3.14982 -1.62822 0.0 -0.1 0.4 0.334
H -2.33694 1.39739 -1.24682 0.1 0.1 -0.4 -0.631
H -0.30880 2.27161 -2.33178 0.1 -0.1 0.2 -0.201
H -1.08838 3.05248 -3.61268 -0.7 0.2 -0.2 0.359
O -1.60866 -3.40980 0.30883 -0.2 0.2 0.2 -0.850
H -1.83820 -2.65919 0.89430 0.0 -0.2 -0.5 0.296
H -0.93713 -3.02569 -0.28138 0.2 -0.7 0.0 0.409
O -0.86581 -2.32227 -5.49982 -0.2 -0.2 -0.4 -0.536
H -1.22582 -2.91607 -6.16707 0.0 0.0 0.1 0.240
H -1.37585 -2.50012 -4.70353 0.2 0.1 0.1 0.289
C -5.46902 1.66186 2.70306 0.8 -0.4 0.3 -0.891
O -4.23969 1.25130 2.13310 -0.4 -0.1 0.1 -0.146
C -4.45531 0.55495 0.90218 1.1 1.3 -0.4 -0.777
C -3.17740 -0.15914 0.48130 0.5 -0.9 1.8 0.866
N -2.72914 -1.14678 1.49876 -0.7 0.2 -0.4 0.015
C -2.11085 -0.67762 2.74867 -0.1 0.2 -0.3 -0.379
C -0.88928 -1.54204 3.09450 -1.3 -0.4 -0.9 -1.166
O -0.01484 -1.50193 1.98925 0.1 -0.1 0.6 0.436
C 0.96634 -2.50849 2.07755 0.7 -1.2 0.1 -0.939
H -6.02556 2.34940 2.06165 -0.1 -0.1 -0.1 0.289
H -5.23338 2.15502 3.64567 0.0 0.1 0.0 0.236
H -6.04144 0.75841 2.93787 -0.4 0.2 -0.1 0.347
H -4.59816 1.34006 0.14741 -0.6 -0.3 -0.2 0.341
H -5.32530 -0.10030 0.99707 0.0 -0.2 -0.1 0.492
H -2.34036 0.53088 0.38384 -0.3 0.1 -0.4 -1.372
H -3.34837 -0.74487 -0.42136 0.1 0.4 -0.3 0.307
H -3.58642 -1.65949 1.67477 0.3 -0.4 0.5 0.280
H -2.89567 -0.72864 3.50551 0.4 0.1 0.6 0.418
H -1.80580 0.36337 2.64605 0.0 0.1 0.0 0.098
H -1.29701 -2.56178 3.15133 0.3 -0.2 0.3 0.495
H -0.42849 -1.30457 4.05941 0.2 0.3 -0.1 0.353
H 1.79547 -2.21347 2.73086 0.2 0.3 -0.3 0.306
H 1.29688 -2.86911 1.10109 0.2 0.9 -0.2 0.007
H 0.63572 -3.46943 2.49950 -0.7 0.3 0.2 0.363
C 1.76554 1.54520 3.97598 0.8 0.6 0.1 -1.021
O 0.77055 1.51633 2.99091 -0.4 0.4 0.2 -0.022
C 0.82996 2.58905 2.09925 0.8 1.0 -1.8 -1.067
C 0.16840 2.22404 0.74886 0.7 0.3 -0.2 -0.663
N 0.64672 0.95714 0.16197 -0.2 -0.2 1.0 0.903
C 2.08613 0.94111 -0.21607 -0.6 1.9 0.7 -0.409
C 2.25401 1.70418 -1.53996 0.1 -1.9 -0.5 -0.485
O 3.59547 1.76814 -1.96468 0.5 0.2 -0.3 -0.332
C 4.44896 2.60628 -1.22885 -0.3 -0.4 -0.1 -0.786
H 2.73148 1.19226 3.59190 -0.2 -0.5 0.0 0.355
H 1.43986 0.97645 4.84417 0.0 -0.2 -0.1 0.212
H 2.01548 2.56644 4.29697 -0.5 0.1 0.1 0.392
H 1.84877 2.95201 1.88518 0.5 -1.1 0.0 0.503
H 0.49596 3.59289 2.41051 -1.2 -0.5 0.8 0.465
H 0.40590 3.02733 0.04854 -0.2 0.2 0.1 0.557
H -0.91542 2.19307 0.86116 0.0 -0.1 0.0 0.046
H 0.54671 0.35796 0.98519 0.1 -0.7 -0.5 -0.733
H 2.44140 -0.08584 -0.23735 0.1 0.0 -0.4 0.107
H 2.63449 1.50751 0.54811 0.3 -0.4 0.2 0.477
H 1.76393 2.67890 -1.60527 0.0 0.1 0.4 0.484
H 1.78543 1.02737 -2.26175 -0.1 0.4 -0.4 0.002
H 5.46351 2.48864 -1.60895 -0.1 -0.2 -0.1 0.302
H 4.43677 2.27145 -0.18692 0.2 0.6 0.2 0.308
H 4.17743 3.66051 -1.37370 -0.1 0.1 0.4 0.259
```
Forces are in eV/Å.

Which value of LUMO does entry 3 give?
0.1359 Ha

What is the formula in the first record?
C20H44F5N6O11PS2